1 | Here is 2 unconnected molecules or ions with the total composition C5H13N2O from the Open Molecules 2025 dataset. Energies are from the ωB97M-V functional and the def2-TZVPD basis.

Computed properties:
E_HOMO	-14.6	eV
charge	+1

CARTESIAN COORDINATES (ANGSTROEM)
N -2.10 0.37 -1.71
C -2.26 -0.37 -0.48
C -0.91 -0.42 0.23
N 0.21 -0.03 -0.48
C 2.71 -0.50 -0.59
C 1.47 -0.20 0.29
C 1.67 1.00 1.26
O -0.96 -0.76 1.40
H -1.15 2.85 1.12
H -2.96 0.17 -2.26
H -0.53 3.08 1.46
H -2.94 0.11 0.21
H -2.54 -1.44 -0.56
H -1.19 0.16 -2.13
H 2.83 0.36 -1.23
H 3.57 -0.60 0.06
H 2.52 -1.36 -1.23
H 1.17 -1.17 0.71
H 2.55 0.80 1.89
H 1.94 1.87 0.67
H 0.71 1.09 1.75

2 | Here is a gas-phase ion, C5H13N2O (charge +1) from the Open Molecules 2025 dataset. Energies are from the ωB97M-V functional and the def2-TZVPD basis.

Computed properties:
E_HOMO	-14.1	eV
SMILES	C=NCC[C@H]([NH3+])CO
charge	+1

CARTESIAN COORDINATES (ANGSTROEM)
C -0.79 1.28 2.88
N -0.49 0.80 1.76
C -0.16 -0.62 1.66
C -0.36 -1.06 0.22
C 0.41 -0.19 -0.74
N -0.25 1.15 -0.90
C 0.59 -0.80 -2.11
O 1.29 0.19 -2.86
H -0.95 2.32 3.04
H -0.94 0.69 3.80
H -0.69 -1.32 2.33
H 0.88 -0.69 1.98
H -1.43 -1.07 0.01
H -0.08 -2.10 0.10
H 1.38 0.00 -0.30
H -1.26 1.08 -0.95
H -0.02 1.67 -0.03
H 0.17 1.61 -1.73
H 1.19 -1.68 -2.00
H -0.34 -1.07 -2.62
H 1.85 -0.19 -3.54

Most stable structure among those shown: 2. Next: +148.1 kcal/mol.